Molecular formula: C34H78BInO16P
Method: DFT, wB97M-V/def2-TZVPD

Last column: Löwdin charge in e.
Positions of all 131 atoms, in Å:
In: 2.6419 0.5782 1.3817  0.72
P: 1.4356 0.5243 -0.8362  0.73
O: -4.8964 -4.2860 -7.9692  -0.19
O: -0.9991 -4.2334 -5.1755  -0.20
O: 2.3174 6.6915 -0.1768  -0.20
O: 0.5508 7.0899 2.1196  -0.18
O: 5.4082 3.3760 -1.0600  -0.19
O: -6.1637 -1.9095 -6.7787  -0.19
O: 2.1427 -6.4223 5.6507  -0.19
O: 7.2795 3.0405 -3.3124  -0.19
O: 1.2675 -2.6000 0.4954  0.09
O: 0.3410 -2.0894 2.6150  0.11
O: -4.2747 -0.5471 2.3997  -0.20
O: -4.8921 -3.0497 3.7953  -0.19
O: -0.0752 -2.4181 -3.0489  -0.20
O: 2.5588 -1.3564 2.1273  -0.06
O: 2.2846 -3.5806 6.4078  -0.18
O: 4.6279 0.9017 0.9193  -0.39
C: 1.4705 2.2373 -1.5499  -0.39
C: 1.0628 5.8277 1.7067  -0.19
C: 1.5231 -3.2376 5.2552  -0.10
C: -1.6309 2.7655 2.1532  -0.05
C: -0.4357 7.6031 1.2511  -0.12
C: -5.8263 -2.0224 3.5175  -0.21
C: -0.0194 -2.1331 -4.4290  -0.21
C: -3.9254 -2.6941 4.7675  -0.11
C: 0.8739 -3.3788 -2.6145  -0.10
C: -3.6654 3.1194 3.5954  -0.06
C: 1.7071 -4.5962 7.1966  -0.22
C: 0.0139 2.3946 4.3370  -0.05
C: -1.8335 -4.8704 -4.2288  -0.11
C: -0.2731 2.5273 1.9805  -0.08
C: 5.4258 2.2492 -1.9291  -0.20
C: 3.2232 -6.1987 4.7633  -0.11
C: -6.1615 -1.2883 -8.0481  -0.11
C: -5.6529 -4.2837 -6.7719  -0.21
C: -2.1966 2.8327 3.4232  -0.29
C: -1.1334 -2.8197 -5.1864  -0.21
C: 2.7341 8.0340 -0.0666  -0.12
C: 4.9199 4.5524 -1.6707  -0.11
C: 2.3711 -5.9361 6.9611  -0.21
C: -3.6298 -3.6645 -7.8378  -0.10
C: 2.4097 5.9648 1.0428  -0.19
C: 8.1654 3.9296 -2.6691  -0.13
C: -5.4782 -1.2676 2.2529  -0.22
C: 0.5939 2.3344 3.0648  -0.32
C: -0.3676 0.1426 -0.6368  -0.37
C: -3.1483 -1.1599 1.7856  -0.09
C: 2.0634 2.1053 2.8769  -0.20
C: -6.7198 -3.2124 -6.7792  -0.21
C: -1.3449 2.6427 4.5128  -0.05
C: 6.8137 1.9948 -2.4626  -0.19
B: 1.4511 -2.0044 1.7486  -1.05
H: -5.4144 -1.9644 1.4099  0.13
H: 3.8442 4.4926 -1.8601  0.08
H: -3.4420 -1.7445 4.5282  0.09
H: 2.2408 8.5440 0.7656  0.08
H: -3.8859 4.1493 3.3052  0.07
H: 4.7634 1.8560 0.9240  -0.06
H: -2.8869 -4.8140 -4.5314  0.07
H: 5.4357 4.7601 -2.6138  0.08
H: -7.3299 -3.3121 -5.8762  0.13
H: 0.8348 -4.2832 -3.2294  0.08
H: 1.6408 2.1875 -2.6253  0.01
H: -1.7563 2.6972 5.5159  0.10
H: 0.1379 2.5024 0.9784  0.07
H: -2.9550 -4.2722 -7.2249  0.08
H: 0.6354 -3.6246 -1.5833  0.08
H: 2.2873 2.8004 -1.0952  0.00
H: 0.3625 5.3340 1.0269  0.12
H: 1.1586 5.1985 2.5955  0.12
H: -6.1347 -5.2624 -6.6803  0.13
H: 2.4704 8.5334 -0.9985  0.09
H: -1.5372 -5.9174 -4.1886  0.09
H: 4.7210 2.3975 -2.7544  0.13
H: 7.7525 4.2992 -1.7267  0.08
H: -1.7250 -4.4291 -3.2354  0.09
H: -3.7143 -2.6691 -7.3938  0.08
H: -3.2079 -3.5728 -8.8372  0.09
H: 6.8034 1.0744 -3.0535  0.13
H: -0.5433 -0.4037 0.2885  0.01
H: 5.0969 5.3743 -0.9788  0.09
H: -0.7129 -0.4753 -1.4674  0.01
H: 1.8863 -2.9615 -2.6507  0.09
H: 4.0775 -6.8366 5.0192  0.09
H: 2.1279 -2.5851 4.6303  0.09
H: 1.8384 -4.3207 8.2494  0.12
H: -3.1739 -3.4815 4.7772  0.09
H: -0.9675 1.0567 -0.6176  0.02
H: -2.2419 2.9001 1.2649  0.11
H: -6.8095 -2.4909 3.4010  0.12
H: 0.9501 -2.4241 -4.8469  0.13
H: 2.4870 1.7860 3.8333  0.04
H: 2.5594 3.0488 2.6239  0.03
H: 5.1013 1.3828 -1.3445  0.11
H: 1.2556 -4.1311 4.6846  0.08
H: -2.2618 -0.6387 2.1424  0.08
H: -7.3728 -3.3492 -7.6477  0.12
H: -6.2780 -0.5492 2.0391  0.12
H: 0.6323 -4.6780 6.9994  0.12
H: -3.9899 2.9452 4.6205  0.07
H: 2.7981 4.9671 0.8123  0.12
H: 0.5316 2.7680 -1.3750  0.02
H: -0.0729 -2.9541 2.5425  0.09
H: -5.8815 -1.3189 4.3554  0.12
H: -3.0675 -2.2156 2.0559  0.09
H: -0.0980 7.6049 0.2107  0.08
H: 9.1313 3.4500 -2.4680  0.09
H: 0.6372 2.2530 5.2134  0.11
H: 3.4457 -5.8468 7.1538  0.12
H: -0.1285 -1.0498 -4.5511  0.13
H: -5.7164 -1.9320 -8.8111  0.08
H: 8.3274 4.7713 -3.3421  0.08
H: -4.9983 -4.1463 -5.9050  0.12
H: -0.6409 8.6275 1.5608  0.09
H: -5.5711 -0.3781 -7.9598  0.09
H: -4.2415 2.4643 2.9374  0.07
H: 0.6107 -2.7013 5.5334  0.09
H: 7.5045 1.8537 -1.6256  0.13
H: 2.8785 -6.4574 3.7639  0.09
H: 3.8207 8.1008 0.0714  0.09
H: -7.1785 -1.0198 -8.3562  0.09
H: 1.9599 -6.6712 7.6614  0.12
H: -2.1021 -2.5280 -4.7665  0.13
H: 1.7456 -2.0978 -0.1780  0.04
H: -3.1959 -1.0687 0.6956  0.09
H: -1.3625 7.0219 1.3212  0.09
H: 3.1147 6.4549 1.7226  0.13
H: 3.5407 -5.1540 4.7693  0.09
H: -4.3794 -2.6263 5.7632  0.09
H: -1.1067 -2.5002 -6.2339  0.12

Force components x, y, z for each atom (eV/Å):
In 0.15 0.72 0.12
P 0.32 -0.75 -0.37
O -0.03 0.06 -0.02
O -0.06 -0.01 -0.02
O 0.02 0.00 -0.02
O 0.03 0.04 -0.07
O -0.06 0.09 0.01
O 0.02 -0.01 -0.01
O 0.01 -0.03 0.01
O 0.00 0.01 0.02
O -0.22 0.06 -0.05
O 0.35 -0.54 0.31
O 0.04 0.01 -0.02
O -0.02 -0.01 0.02
O -0.10 -0.15 -0.02
O -0.45 0.13 -0.26
O 0.01 -0.01 -0.01
O -0.17 0.04 0.00
C -0.05 -0.05 0.13
C -0.06 -0.04 0.17
C 0.06 0.04 -0.02
C 0.30 -0.01 -0.07
C -0.02 0.00 0.02
C -0.02 -0.08 0.01
C 0.02 0.11 0.12
C 0.03 0.01 -0.03
C -0.01 0.04 -0.03
C 0.13 -0.17 -0.28
C 0.04 0.09 0.01
C -0.13 -0.02 -0.10
C 0.04 0.00 0.03
C 0.06 0.11 0.18
C -0.07 -0.10 0.09
C -0.02 0.04 -0.02
C 0.02 0.00 0.01
C 0.03 -0.09 -0.04
C 0.21 -0.03 0.18
C 0.00 -0.06 -0.14
C 0.02 0.00 -0.01
C 0.07 0.03 0.01
C -0.03 -0.07 -0.02
C 0.05 -0.03 0.03
C 0.05 -0.06 -0.10
C -0.02 0.01 -0.01
C 0.02 0.08 -0.02
C -0.25 0.08 0.01
C -0.16 0.23 -0.08
C 0.10 0.09 0.05
C -0.10 -0.16 0.32
C -0.04 0.07 0.05
C -0.08 0.00 -0.27
C 0.02 -0.05 -0.10
B 0.11 0.18 0.30
H 0.00 -0.01 0.00
H -0.05 -0.03 -0.03
H 0.01 0.00 0.01
H 0.00 0.01 0.00
H -0.08 0.02 0.14
H 0.14 -0.04 -0.03
H 0.00 0.02 0.02
H -0.02 0.01 0.01
H 0.00 -0.01 0.00
H 0.01 0.00 -0.01
H -0.01 0.08 -0.02
H 0.03 -0.03 0.00
H 0.01 -0.09 -0.05
H 0.01 0.03 0.02
H 0.00 0.03 0.02
H 0.00 0.08 -0.06
H -0.01 -0.01 0.01
H -0.01 -0.02 -0.01
H 0.00 0.01 0.01
H 0.01 -0.01 -0.01
H -0.01 -0.01 -0.02
H 0.01 0.01 -0.02
H 0.01 0.01 0.01
H -0.01 0.00 0.00
H 0.00 0.00 0.00
H -0.01 -0.03 -0.01
H 0.00 0.00 0.01
H -0.01 -0.02 0.02
H -0.01 0.04 0.04
H 0.03 -0.02 0.02
H 0.00 0.00 -0.02
H 0.01 0.02 0.02
H 0.01 0.02 0.03
H -0.02 -0.02 0.00
H -0.01 -0.02 0.01
H -0.02 0.00 0.12
H -0.10 0.00 0.10
H 0.01 0.01 -0.01
H 0.01 0.00 -0.01
H 0.09 0.05 -0.03
H 0.03 -0.06 -0.15
H 0.01 0.03 0.03
H -0.02 0.02 -0.02
H 0.00 0.02 -0.02
H -0.01 0.00 -0.01
H -0.01 -0.02 0.00
H -0.01 -0.01 0.00
H -0.02 0.09 0.01
H -0.01 0.02 -0.01
H 0.03 0.07 0.07
H -0.33 0.16 -0.27
H -0.01 0.01 0.01
H -0.03 -0.01 0.00
H -0.01 0.00 0.00
H -0.01 0.00 0.03
H 0.04 -0.01 -0.04
H 0.02 -0.01 0.00
H 0.02 0.00 -0.02
H 0.00 0.01 -0.01
H 0.01 -0.01 -0.01
H 0.00 0.00 0.01
H -0.01 0.00 0.02
H -0.01 0.01 0.01
H -0.07 0.00 0.08
H -0.01 -0.02 0.00
H 0.00 -0.02 0.01
H -0.01 -0.02 0.00
H -0.01 0.00 0.02
H 0.00 -0.02 -0.01
H 0.00 0.02 0.01
H -0.01 0.02 0.01
H 0.26 -0.22 0.00
H -0.03 -0.02 0.00
H 0.01 -0.02 -0.02
H 0.01 -0.01 0.01
H 0.01 0.00 -0.01
H -0.01 0.02 -0.01
H 0.00 0.03 0.02

Output
Net charge: -1
Frontier orbital gap (eV): 6.36
E_LUMO (Eh): 0.0791
Energy (hartree): -3102.42108

Molecular formula: C23H25N4PPdSe
Method: DFT, wB97M-V/def2-TZVPD

Last column: Löwdin charge in e.
Positions of all 55 atoms, in Å:
Pd: -0.2082 0.6175 0.1488  0.09
Se: -1.7914 -0.5619 -1.6568  0.33
P: -0.6298 2.6319 0.8181  0.76
N: -3.5564 1.6809 -2.5976  -0.05
N: 1.6252 -0.7194 -0.1285  -0.01
N: 0.1750 -0.8365 2.4279  0.05
N: 8.4878 0.6859 5.4167  0.12
C: 3.4461 -1.5422 -1.2198  -0.12
C: 2.6744 -0.8299 0.7653  -0.29
C: 4.7992 0.6335 2.3069  -0.01
C: 2.5793 -0.5092 2.1282  -0.08
C: 1.2514 0.3058 4.1245  -0.08
C: 5.9874 0.8865 2.9680  -0.03
C: -0.3309 3.8282 -1.7161  -0.19
C: 0.6899 3.6235 1.6978  -0.42
C: -2.8641 0.8206 -2.2341  -0.98
C: -0.6933 -0.4871 3.3470  -0.22
C: -2.0013 2.8579 2.0550  -0.41
C: 2.0823 -1.1389 -1.2927  -0.19
C: -0.0877 0.2379 4.4261  -0.12
C: 3.8284 -1.3344 0.0878  -0.08
C: 7.4965 0.4921 4.8643  -0.20
C: 4.1358 -0.8736 4.0559  -0.02
C: -1.1983 3.8497 -0.4606  -0.43
C: 3.8578 -0.2473 2.8409  -0.16
C: 5.3257 -0.6375 4.7214  -0.03
C: 2.0865 3.2924 1.1781  -0.19
C: 6.2569 0.2457 4.1770  -0.25
C: -2.3360 4.2645 2.5459  -0.18
C: 1.4076 -0.3753 2.8674  -0.30
H: -0.5914 0.6580 5.2858  0.07
H: 0.4946 4.7023 1.6482  0.06
H: 1.4446 -1.1029 -2.1662  0.07
H: -1.2615 4.8642 -0.0484  0.06
H: 2.2343 3.6647 0.1615  0.05
H: 2.8700 3.7209 1.8134  0.05
H: 5.5424 -1.1355 5.6576  0.11
H: -1.4747 4.7338 3.0269  0.05
H: 2.2039 2.2060 1.1332  0.03
H: 2.0273 0.8070 4.6847  0.09
H: -1.7395 -0.7470 3.2432  0.09
H: 4.7850 -1.5627 0.5358  0.09
H: 6.7078 1.5816 2.5567  0.11
H: 0.6233 3.3216 2.7497  0.06
H: 4.0496 -1.9282 -2.0288  0.07
H: -1.7342 2.2124 2.8955  0.04
H: 0.6745 4.2107 -1.5154  0.04
H: -3.1513 4.2492 3.2774  0.05
H: 4.5757 1.1226 1.3686  0.12
H: -0.7710 4.4333 -2.5133  0.05
H: -2.6476 4.9102 1.7227  0.05
H: -0.2323 2.8016 -2.0720  0.04
H: -2.2080 3.5287 -0.7359  0.06
H: 3.4006 -1.5524 4.4670  0.12
H: -2.8770 2.3995 1.5864  0.07

Force components x, y, z for each atom (eV/Å):
Pd -0.07 0.09 -0.10
Se -0.13 0.14 -0.11
P 0.00 -0.02 0.05
N 0.01 0.01 -0.03
N 0.02 -0.03 0.00
N -0.03 -0.17 0.00
N 0.01 0.00 0.00
C -0.02 -0.04 0.05
C 0.04 -0.03 0.03
C 0.06 0.03 0.01
C 0.08 0.02 0.04
C -0.15 -0.06 0.08
C -0.02 0.01 -0.03
C 0.04 0.02 0.03
C 0.01 0.00 0.00
C 0.09 -0.16 0.11
C 0.12 0.01 0.12
C -0.04 0.01 -0.06
C 0.04 0.04 -0.03
C 0.08 0.03 -0.04
C -0.01 0.03 -0.06
C -0.07 0.00 -0.03
C 0.06 0.00 0.06
C 0.00 -0.02 -0.02
C -0.11 -0.06 -0.05
C -0.04 -0.02 -0.01
C 0.03 0.03 -0.02
C 0.08 0.01 0.05
C 0.03 0.00 0.01
C -0.08 0.14 -0.07
H 0.01 0.01 0.00
H 0.01 0.00 0.00
H 0.00 0.01 0.00
H 0.00 -0.01 -0.01
H -0.01 0.00 0.00
H 0.01 -0.01 0.00
H 0.00 0.00 0.00
H 0.00 0.01 0.00
H 0.00 0.01 0.02
H -0.01 0.01 0.00
H -0.01 0.02 0.00
H 0.00 0.01 0.01
H 0.01 -0.01 0.00
H 0.00 0.00 -0.01
H 0.00 -0.01 0.00
H 0.02 -0.03 0.03
H -0.01 -0.01 -0.01
H 0.00 -0.01 -0.01
H -0.01 0.01 0.00
H -0.01 0.01 -0.01
H -0.01 0.00 0.00
H 0.00 -0.02 -0.01
H -0.02 0.00 0.02
H 0.01 -0.01 -0.01
H 0.00 -0.01 0.00

Output
Net charge: -2
Frontier orbital gap (eV): 4.27
E_LUMO (Eh): 0.1538
Energy (hartree): -3981.16339

Molecular formula: C3H6O3S
Method: DFT, wB97M-V/def2-TZVPD

Last column: Löwdin charge in e.
Positions of all 13 atoms, in Å:
S: 2.1863 0.7741 0.1469  0.69
O: 3.4386 1.3112 -0.3108  -0.34
O: 2.0363 0.5652 1.5786  -0.35
O: -1.5735 -0.5628 -1.3850  0.03
C: -1.0623 -0.3847 1.0602  -0.03
C: -0.8768 0.0066 -0.4076  -0.31
C: 1.2746 -0.1465 -0.8714  -0.16
H: -1.9683 0.1949 1.2264  0.09
H: -1.9468 -1.4324 -1.2420  0.12
H: -0.9303 1.1340 -0.4967  0.14
H: -1.2068 -1.4329 0.8459  0.09
H: 0.9784 0.1213 -1.8872  0.02
H: -0.3494 -0.1480 1.7429  0.03

Force components x, y, z for each atom (eV/Å):
S -0.21 -1.78 -0.69
O -0.13 0.34 -0.01
O -0.33 0.27 -0.98
O -0.08 0.48 -0.56
C -2.70 -0.68 -4.54
C 3.32 2.58 1.40
C -3.29 1.20 1.52
H -0.52 -0.61 0.82
H 0.28 -0.48 0.57
H 0.35 -1.39 -0.52
H -0.41 -0.74 1.48
H 1.35 0.21 0.00
H 2.36 0.60 1.51

Output
Net charge: 0
Frontier orbital gap (eV): 8.71
E_LUMO (Eh): -0.0172
Energy (hartree): -741.61876

Molecular formula: C11H12ClN3OS
Method: DFT, wB97M-V/def2-TZVPD

Last column: Löwdin charge in e.
Positions of all 29 atoms, in Å:
Cl: -3.4534 3.8139 -1.6207  0.65
S: -2.2177 1.6524 0.0217  1.04
O: 1.2575 0.9227 1.7502  0.07
N: 0.4734 -1.5896 -0.9684  -0.10
N: -0.5436 -0.4146 1.4622  0.05
N: -0.8135 -0.2853 -2.2004  0.06
C: 1.2580 -0.5687 -1.4247  -0.07
C: -0.7644 -1.3632 -1.4676  -0.21
C: 0.0040 2.9426 0.0780  -0.10
C: 0.4455 0.2238 -2.1826  -0.16
C: -0.8739 3.7384 -0.6774  -0.18
C: 1.2494 -2.1294 1.3125  -0.16
C: 0.8769 -2.6470 -0.0803  -0.14
C: 0.0601 -1.5645 2.0990  -0.16
C: -0.5611 1.7809 0.5269  -0.44
C: 0.1410 0.7447 1.2988  -0.53
C: -2.1086 3.1711 -0.7932  -1.02
H: 1.7431 -3.1609 -0.5121  0.13
H: -0.7122 -2.3243 2.2306  0.12
H: -0.6125 4.6821 -1.1191  0.11
H: -1.4168 -0.5335 0.9748  0.09
H: 0.0514 -3.3616 -0.0109  0.13
H: 0.4254 -1.2530 3.0828  0.12
H: 0.6843 1.1233 -2.7131  0.10
H: 1.9970 -1.3407 1.2218  0.10
H: 2.2966 -0.4915 -1.1792  0.12
H: -1.5962 -2.0151 -1.2831  0.12
H: 1.6835 -2.9497 1.8853  0.11
H: 1.0268 3.1968 0.2881  0.12

Force components x, y, z for each atom (eV/Å):
Cl -0.16 0.05 -0.08
S 0.35 0.64 -0.04
O 0.21 0.00 0.12
N -0.11 0.07 -0.41
N -0.29 -0.03 0.14
N -0.52 0.03 -0.28
C 0.15 0.17 -0.10
C -0.04 -0.12 -0.11
C -0.06 -0.48 0.30
C 0.23 -0.07 0.04
C -0.37 0.01 -0.16
C -0.33 0.00 -0.12
C 0.35 -0.27 0.52
C 0.48 0.03 0.07
C -0.40 0.56 -0.30
C -0.17 -0.10 0.01
C 0.24 -0.39 0.28
H -0.19 -0.01 0.00
H 0.00 0.04 0.04
H -0.02 0.18 -0.09
H 0.14 -0.02 0.04
H 0.08 0.02 -0.08
H -0.12 -0.13 -0.04
H 0.15 0.18 -0.08
H 0.06 -0.09 0.03
H 0.23 0.00 0.10
H -0.14 -0.25 0.11
H 0.06 -0.03 0.01
H 0.20 -0.01 0.06

Output
Net charge: 0
SMILES string: O=C(NCCCn1ccnc1)c1ccc(Cl)s1
Frontier orbital gap (eV): 8.99
E_LUMO (Eh): 0.0164
Energy (hartree): -1524.27189